(1)
Formula: C3H5O2P
Source: the Open Molecules 2025 dataset
Level of theory: the ωB97M-V functional and the def2-TZVPD basis

Computed properties:
net charge	0
relative energy (zero: lowest compared OMol25 entry of this formula, charge and spin)	352.38	kJ/mol
strongest force on any atom	4.7	eV/Å
HOMO energy	-7.690	eV
SMILES	O=C=CP.C=O
frontier orbital gap	8.36	eV

Cartesian coordinates (Å):
O: -0.91365 -0.67075 -1.98100
C: -0.96222 -0.69232 -0.83955
C: -0.73208 -0.75927 0.49139
P: -1.58184 0.37089 1.64351
H: -0.38445 -1.71216 0.72999
H: -0.65571 0.12790 2.64234
H: -1.18522 1.60942 1.18791
C: 1.60593 0.46588 -0.98652
O: 1.36210 -0.14797 0.02340
H: 2.12929 1.44220 -0.96782
H: 1.31785 -0.03385 -1.94365

These are the natural (NBO) partial charges, in e, on atoms 1 to 6: number 1, O, carries -0.47; number 2, C, carries 0.73; number 3, C, carries -0.79; number 4, P, carries 0.34; number 5, H, carries 0.28; number 6, H, carries -0.02

***

(2)
Formula: C19H40P2Tc
Source: the Open Molecules 2025 dataset
Level of theory: the ωB97M-V functional and the def2-TZVPD basis

Computed properties:
net charge	+2
expectation value of S²	3.82
relative energy (zero: lowest compared OMol25 entry of this formula, charge and spin)	263.40	kJ/mol
strongest force on any atom	4.6	eV/Å
HOMO energy (alpha / beta)	-13.678 / -13.972	eV
spin multiplicity	4
frontier orbital gap (alpha / beta)	6.48 / 6.12	eV

Cartesian coordinates (Å):
P: -1.50862 1.03357 1.67157
P: -0.25081 -1.55387 -1.75335
C: -0.07091 1.00770 -1.76484
C: -0.24938 0.14362 -3.00194
H: 0.96067 1.03134 -1.45654
H: -0.54593 1.97231 -1.78737
H: -1.21740 0.26983 -3.56128
H: 0.59226 0.30332 -3.78357
C: 0.72185 -3.08675 -1.47785
H: -0.05153 -3.88186 -1.41949
H: 1.25066 -3.19708 -0.54567
H: 1.38873 -3.35671 -2.28221
C: -1.25761 -2.36718 -3.07526
H: -0.51379 -2.88348 -3.69569
H: -1.80058 -1.65514 -3.71425
H: -1.93420 -3.08441 -2.60841
C: -0.06411 1.67700 2.60189
H: -0.49377 2.36336 3.36673
H: 0.66435 2.16169 1.92848
H: 0.42482 0.85011 3.10834
C: -1.85615 2.52880 0.67776
H: -2.18952 2.28629 -0.33036
H: -0.94166 3.12151 0.55444
H: -2.65569 3.10692 1.18327
Tc: 1.01492 0.39168 0.18032
C: 2.71762 -0.22101 -1.62453
C: 2.60729 -0.63161 -0.24810
C: 3.97384 -0.61996 0.42095
C: 4.17161 0.88493 0.72847
C: 2.71684 1.32741 0.85256
C: 2.11820 2.15062 -0.08198
C: 2.78672 2.34394 -1.45541
C: 3.49888 1.03683 -1.98196
C: -2.87187 1.32882 2.87762
H: 2.68464 -0.90486 -2.48301
H: 1.89994 -1.45984 0.09699
H: 4.76215 -1.00604 -0.25201
H: 3.97125 -1.20548 1.34553
H: 4.86240 1.04045 1.57261
H: 4.67844 1.38375 -0.12573
H: 2.29201 1.11106 1.82188
H: 1.31114 2.83440 0.19931
H: 3.53594 3.11556 -1.43676
H: 2.00496 2.65822 -2.14181
H: 3.61364 1.18205 -3.05226
H: 4.55576 1.02535 -1.69418
H: -3.90690 1.10675 2.53622
H: -2.84187 2.40157 3.05690
H: -2.77478 0.90419 3.87768
C: -3.23399 -2.17712 2.76445
C: -3.02524 -1.71359 1.30497
C: -4.30569 -1.11267 0.70377
C: -1.68598 -0.99843 0.85340
H: -3.28516 -1.30820 3.44158
H: -2.56548 -2.96242 3.11439
H: -4.22869 -2.66317 2.78144
H: -2.90650 -2.64201 0.73213
H: -4.46424 -0.09343 1.11843
H: -4.35990 -1.13104 -0.39358
H: -5.12281 -1.75763 1.04720
H: -1.74372 -0.67670 -0.20412
H: -0.85708 -1.73328 0.91224

These are the natural (NBO) partial charges, in e, on atoms 1 to 6: number 1, P, carries 1.28; number 2, P, carries 0.76; number 3, C, carries -0.45; number 4, C, carries -0.64; number 5, H, carries 0.20; number 6, H, carries 0.21

***

(3)
Formula: C18H19InNO10
Source: the Open Molecules 2025 dataset
Level of theory: the ωB97M-V functional and the def2-TZVPD basis

Computed properties:
net charge	-1
relative energy (zero: lowest compared OMol25 entry of this formula, charge and spin)	28.86	kJ/mol
strongest force on any atom	3.3	eV/Å
HOMO energy	-4.532	eV
frontier orbital gap	2.23	eV

Cartesian coordinates (Å):
In: -0.65821 -1.15151 0.03474
C: 3.27700 -3.98886 1.25243
C: 2.32770 -3.01319 0.79215
C: 2.73274 -2.04203 -0.35391
O: 1.89819 -1.19444 -0.70318
C: 4.02293 -2.14824 -0.93763
C: 4.94143 -3.08387 -0.42700
C: 4.55304 -4.01723 0.67430
O: 5.36678 -4.83955 1.14198
O: 6.11597 -3.01279 -0.82973
O: 1.18359 -2.85476 1.19422
H: 2.98265 -4.67990 2.02498
H: 4.20335 -1.51917 -1.79478
C: -4.18495 1.76912 2.27996
C: -3.33944 1.03236 1.35184
C: -3.98094 0.52806 0.02250
O: -3.33679 -0.26806 -0.65760
C: -5.25692 1.04992 -0.32051
C: -6.00441 1.83921 0.56217
C: -5.47279 2.18353 1.92850
O: -6.14883 2.82614 2.74811
O: -7.10782 2.26507 0.17852
O: -2.15876 0.81569 1.57169
H: -3.73533 2.08542 3.20978
H: -5.73212 0.76187 -1.24681
C: -1.48375 -0.39169 -3.68958
O: -0.65328 -0.04395 -2.60450
C: 0.13845 1.09752 -2.81947
C: 0.84254 1.54895 -1.52874
N: -0.07698 1.65953 -0.38772
C: 0.53946 2.24469 0.78725
C: 1.66751 1.40856 1.35088
O: 1.13013 0.14964 1.73334
C: 2.03560 -0.58870 2.53769
H: -2.26364 0.35976 -3.87002
H: -1.93591 -1.33914 -3.41890
H: -0.92234 -0.39498 -4.63110
H: -0.51004 1.92947 -3.12277
H: 0.93545 0.88930 -3.53878
H: 1.14746 2.57690 -1.77577
H: 1.67743 0.88377 -1.32418
H: -0.81308 2.30006 -0.67023
H: -0.21391 2.40053 1.55900
H: 0.98039 3.24882 0.63851
H: 2.03113 1.95730 2.23118
H: 2.50956 1.23665 0.66969
H: 2.85325 -0.98012 1.92209
H: 1.49649 -1.47829 2.86399
H: 2.40006 -0.01739 3.39143

These are the natural (NBO) partial charges, in e, on atoms 1 to 6: number 1, In, carries 1.17; number 2, C, carries -0.44; number 3, C, carries 0.40; number 4, C, carries 0.38; number 5, O, carries -0.70; number 6, C, carries -0.39

***

(4)
Formula: H37O19
Source: the Open Molecules 2025 dataset
Level of theory: the ωB97M-V functional and the def2-TZVPD basis

Computed properties:
net charge	-1
relative energy (zero: lowest compared OMol25 entry of this formula, charge and spin)	748.87	kJ/mol
strongest force on any atom	10.7	eV/Å
HOMO energy	-6.753	eV
frontier orbital gap	9.15	eV

Cartesian coordinates (Å):
O: -0.19759 5.02413 -0.08894
H: 0.52567 2.50735 0.76811
H: -2.55975 -2.70028 -1.23243
O: 0.29323 0.17790 -0.78364
H: 2.50047 -1.28454 -2.44736
H: -0.32288 0.24902 0.10404
O: -2.57425 -3.67840 -1.13961
H: 4.10614 -0.74550 0.44659
H: -3.89573 1.19807 0.45405
O: 1.10646 2.17374 -2.87234
H: 1.38394 1.37736 -2.40808
H: 1.91769 2.77332 -2.77909
O: -1.65019 1.86468 -3.10899
H: -0.84416 1.43314 -3.37644
H: -1.56531 2.77906 -2.77831
O: -0.09299 -0.60560 -3.42214
H: 0.97401 1.95794 4.32267
H: 0.00945 0.27371 -3.42381
O: -3.23809 0.78962 0.95892
H: -3.88437 -1.34406 -0.21469
H: -2.68815 1.39622 1.59498
O: -3.62956 -1.15053 -1.15412
H: -0.83675 1.68697 0.94240
O: -0.74625 -0.08807 1.47194
H: 1.55527 3.10731 3.58859
H: -1.56306 -0.55006 1.23433
O: 4.41664 -0.08473 0.00762
H: 2.89335 -1.61999 -0.90101
H: 4.16330 -0.11821 -0.89805
O: 0.11477 -3.01809 -2.74091
H: -0.40563 -3.72037 -2.36901
H: 0.14553 0.37723 2.70474
O: 3.22853 -1.39708 -1.89260
H: -0.84217 -0.65912 -2.95403
H: 1.76662 -3.84101 1.42767
O: 0.76343 2.86201 4.07571
H: 1.14366 -2.76096 0.60228
H: -4.23199 -0.62134 -1.54420
O: -1.38904 2.40320 1.15321
H: -2.53771 -4.12530 -2.08437
H: -1.03748 -2.07276 2.12786
O: 1.79262 -2.55244 3.75054
H: 1.05767 -2.74701 4.33707
H: 1.43974 -2.08939 3.07526
O: 1.82488 -3.37697 0.57431
H: 1.52929 0.76212 2.57707
H: 0.18670 4.16528 -0.37392
O: 0.93115 0.52383 3.26894
H: -1.42105 2.50111 2.17611
H: 0.14454 -2.47716 -2.10688
O: 1.06475 2.82551 -0.06970
H: 0.46183 2.51757 -0.84145
H: 1.04709 0.41483 -0.43365
O: -0.93049 -2.86533 1.59996
H: -1.01247 4.81696 0.32862
H: -0.39130 -2.64487 0.76619

These are the natural (NBO) partial charges, in e, on atoms 1 to 6: number 1, O, carries -0.99; number 2, H, carries 0.49; number 3, H, carries 0.50; number 4, O, carries -1.05; number 5, H, carries 0.49; number 6, H, carries 0.49

***

(5)
Formula: C4H10N
Source: the Open Molecules 2025 dataset
Level of theory: the ωB97M-V functional and the def2-TZVPD basis

Computed properties:
net charge	+2
expectation value of S²	0.76
relative energy (zero: lowest compared OMol25 entry of this formula, charge and spin)	100.74	kJ/mol
strongest force on any atom	1.7	eV/Å
HOMO energy (alpha / beta)	-21.280 / -21.549	eV
spin multiplicity	2
frontier orbital gap (alpha / beta)	10.84 / 7.60	eV

Cartesian coordinates (Å):
C: -1.83036 0.77936 -0.51802
C: -0.36059 0.78735 -1.21124
C: 0.71487 0.45024 -0.34960
C: 0.81228 -0.84135 0.19521
N: 1.45042 -1.15284 1.48050
H: -2.22340 -0.23819 -0.50015
H: -1.76056 1.18297 0.48184
H: -2.50375 1.35604 -1.14909
H: -0.53494 0.08733 -2.05452
H: -0.21846 1.76674 -1.66347
H: 1.40356 1.20432 0.01942
H: 0.11736 -1.61434 -0.12589
H: 0.94237 -1.94145 1.90578
H: 1.55938 -0.35823 2.13015
H: 2.43181 -1.46796 1.35908

These are the natural (NBO) partial charges, in e, on atoms 1 to 6: number 1, C, carries -0.50; number 2, C, carries -0.51; number 3, C, carries 0.11; number 4, C, carries 0.20; number 5, N, carries -0.73; number 6, H, carries 0.24